1.
Here is a structure of composition C44H38IrN3P2S from OMol25. Energies are from wB97M-V/def2-TZVPD.

Computed properties:
HOMO level (spin up / spin down), eV: -5.57 / -5.58
LUMO energy (spin up / spin down), Eh: 0.0082 / 0.0082
ΔE to the lowest compared entry with this formula, charge and spin, kcal/mol: 0.00
Kohn-Sham gap (spin up / spin down), eV: 5.794 / 5.800

Positions of all 89 atoms, in Å:
Ir -0.029 -0.022 0.087
S -2.539 -1.639 -3.403
C -0.920 -2.166 -3.775
C -0.500 -3.054 -4.750
C 0.858 -3.300 -4.873
C 1.769 -2.672 -4.022
C 1.347 -1.800 -3.038
C -0.016 -1.532 -2.906
N -0.589 -0.689 -1.993
C -1.902 -0.600 -2.126
C -2.736 0.213 -1.305
C -4.118 -0.024 -1.206
C -4.881 0.604 -0.252
C -4.277 1.504 0.636
C -2.947 1.829 0.502
C -2.138 1.247 -0.502
H -1.217 -3.543 -5.397
H 1.209 -3.985 -5.634
H 2.825 -2.877 -4.140
H 2.041 -1.317 -2.361
H -4.570 -0.747 -1.877
H -5.939 0.390 -0.175
H -4.864 1.966 1.421
H -2.503 2.588 1.136
N -0.323 -5.910 2.353
C -0.046 -4.712 1.755
C -0.594 -4.364 0.515
C -0.342 -3.118 -0.011
N 0.406 -2.186 0.593
C 0.970 -2.543 1.755
C 0.779 -3.762 2.363
H -0.722 -6.644 1.796
H 0.246 -6.197 3.129
H -1.210 -5.068 -0.030
H -0.757 -2.849 -0.974
H 1.619 -1.814 2.213
H 1.253 -3.978 3.312
C -0.812 1.772 -0.778
H -0.540 1.812 -1.830
H -0.610 2.707 -0.265
C 0.688 2.370 3.653
P 0.374 1.031 2.387
C 2.143 0.492 2.332
C 2.827 -0.026 3.433
C 4.129 -0.485 3.305
C 4.777 -0.415 2.081
C 4.115 0.115 0.981
C 2.808 0.562 1.104
C -0.543 -0.136 3.477
C -1.544 -0.914 2.890
C -2.296 -1.807 3.634
C -2.094 -1.909 5.004
C -1.131 -1.117 5.611
C -0.361 -0.242 4.860
P 1.373 3.905 2.857
C 1.472 4.962 4.362
C 2.198 4.507 5.463
C 2.336 5.291 6.598
C 1.765 6.555 6.642
C 1.080 7.036 5.537
C 0.939 6.249 4.403
C -0.173 4.521 2.077
C -1.383 4.652 2.761
C -2.521 5.079 2.096
C -2.464 5.388 0.743
C -1.267 5.274 0.057
C -0.127 4.840 0.723
H 1.435 1.997 4.353
H -0.236 2.597 4.184
H 2.322 -0.103 4.391
H 4.641 -0.906 4.162
H 5.798 -0.763 1.990
H 4.616 0.172 0.022
H 2.297 0.995 0.248
H -1.733 -0.797 1.823
H -3.045 -2.421 3.150
H -2.695 -2.586 5.598
H -0.979 -1.179 6.683
H 0.386 0.357 5.365
H 2.669 3.531 5.433
H 2.898 4.918 7.445
H 1.866 7.167 7.529
H 0.656 8.032 5.553
H 0.403 6.636 3.546
H -1.436 4.434 3.821
H -3.456 5.166 2.635
H -3.356 5.720 0.227
H -1.219 5.511 -0.998
H 0.811 4.740 0.190

=====

2.
Here is a structure of composition C44H40MgN8O3S3 from OMol25. Energies are from wB97M-V/def2-TZVPD.

Computed properties:
HOMO level (spin up / spin down), eV: -5.84 / -5.84
LUMO energy (spin up / spin down), Eh: -0.0656 / -0.0656
ΔE to the lowest compared entry with this formula, charge and spin, kcal/mol: 26.57
Kohn-Sham gap (spin up / spin down), eV: 4.052 / 4.051

Positions of all 99 atoms, in Å:
Mg 12.122 15.643 17.643
O 13.272 17.197 17.164
C 14.481 17.464 16.865
C 14.881 18.839 16.615
C 16.140 19.156 16.192
C 17.136 18.105 16.043
C 16.826 16.815 16.350
C 15.520 16.412 16.767
C 15.282 15.132 17.342
N 14.178 14.939 18.096
N 14.250 14.271 19.220
C 13.405 14.859 20.106
O 12.633 15.830 19.867
C 13.346 14.133 21.377
C 14.091 12.943 21.451
C 14.048 12.205 22.608
C 13.390 12.673 23.758
C 12.691 13.895 23.675
C 12.641 14.654 22.492
H 14.066 19.553 16.793
H 16.411 20.166 16.023
H 18.125 18.413 15.721
H 17.575 16.036 16.292
H 16.008 14.299 17.250
H 14.667 12.628 20.599
H 14.563 11.286 22.706
H 13.450 12.160 24.723
H 12.253 14.362 24.540
H 12.162 15.658 22.383
S 13.151 11.763 16.079
C 13.802 12.897 15.029
N 15.070 12.655 14.487
C 15.699 13.543 13.534
C 14.669 14.228 12.728
N 13.768 14.883 13.676
C 13.068 16.082 13.183
C 12.043 15.825 12.002
C 11.132 14.764 11.959
C 10.389 14.529 10.818
C 10.602 15.277 9.671
C 11.483 16.327 9.680
C 12.232 16.632 10.820
C 13.181 14.160 14.648
S 11.704 14.741 15.390
C 15.951 11.660 15.041
C 15.567 10.238 14.720
C 14.760 9.859 13.646
C 14.776 8.541 13.249
C 15.368 7.536 14.004
C 15.974 7.877 15.211
C 16.091 9.187 15.552
H 16.366 12.973 12.877
H 16.313 14.334 13.989
H 14.118 13.577 12.078
H 15.126 15.016 12.105
H 13.822 16.738 12.716
H 12.599 16.610 14.013
H 10.965 14.136 12.824
H 9.678 13.673 10.869
H 10.035 15.065 8.792
H 11.693 16.871 8.774
H 12.961 17.429 10.797
H 15.926 11.699 16.121
H 16.945 11.944 14.601
H 14.306 10.640 13.032
H 14.251 8.332 12.310
H 15.268 6.560 13.554
H 16.332 7.121 15.903
H 16.605 9.484 16.453
N 6.634 10.861 17.891
C 7.080 11.549 18.964
S 6.175 11.843 20.358
C 8.448 12.073 18.792
C 8.949 12.863 19.893
C 9.988 13.713 19.614
N 10.559 13.786 18.395
C 10.244 12.889 17.487
C 9.185 12.004 17.619
H 5.707 10.426 17.906
H 7.311 10.402 17.263
H 8.433 12.922 20.862
H 10.381 14.426 20.353
H 10.777 12.966 16.538
H 8.989 11.327 16.812
N 8.528 21.431 15.844
C 8.237 20.157 15.551
O 7.452 19.760 14.685
C 8.933 19.086 16.401
C 9.926 19.415 17.293
C 10.619 18.357 17.873
N 10.337 17.052 17.667
C 9.297 16.795 16.877
C 8.524 17.727 16.221
H 8.180 22.143 15.212
H 9.232 21.677 16.532
H 10.270 20.419 17.479
H 11.454 18.511 18.511
H 9.109 15.753 16.653
H 7.635 17.486 15.581

=====

3.
Here is a structure of composition C44H41ClGdNO4 from OMol25. Energies are from wB97M-V/def2-TZVPD.

Computed properties:
HOMO level (spin up / spin down), eV: -8.74 / -8.75
2S+1: 8
LUMO energy (spin up / spin down), Eh: -0.0057 / 0.0159
Expectation value of S²: 15.846
Kohn-Sham gap (spin up / spin down), eV: 8.588 / 9.179

Positions of all 92 atoms, in Å:
Gd -0.050 -0.407 0.402
C 0.474 -3.902 4.005
C 0.639 -2.426 3.772
C 1.860 -1.923 3.336
C 2.020 -0.587 3.009
C 3.376 -0.073 2.605
C 0.917 0.267 3.145
C -0.291 -0.189 3.684
C -1.380 0.785 4.048
C -0.421 -1.546 3.957
H 0.472 -4.423 3.043
H -0.461 -4.125 4.520
H 1.301 -4.304 4.594
H 2.702 -2.600 3.225
H 4.158 -0.611 3.143
H 3.478 0.993 2.824
H 3.540 -0.202 1.536
H 1.055 1.334 3.001
H -2.083 0.336 4.751
H -1.938 1.083 3.159
H -0.957 1.679 4.511
H -1.359 -1.918 4.360
O -1.940 -0.096 1.163
C -3.002 0.222 0.333
C -3.027 1.751 0.150
C -1.893 2.395 -0.620
C -2.200 3.261 -1.659
C -1.185 3.924 -2.323
C 0.117 3.720 -1.914
C 0.371 2.837 -0.876
C 1.801 2.599 -0.458
C 2.409 1.257 -0.951
O 1.857 0.234 -0.183
C 3.927 1.229 -0.736
C 4.603 0.081 -1.156
C 5.959 -0.075 -0.930
C 6.675 0.921 -0.268
C 6.016 2.063 0.153
C 4.650 2.217 -0.083
C 2.069 1.081 -2.444
C 0.802 0.639 -2.832
C 0.454 0.507 -4.165
C 1.373 0.825 -5.157
C 2.632 1.280 -4.795
C 2.974 1.405 -3.451
N -0.615 2.170 -0.245
C -4.337 -0.203 0.966
C -4.339 -0.825 2.208
C -5.536 -1.231 2.792
C -6.741 -1.021 2.137
C -6.744 -0.405 0.890
C -5.550 -0.003 0.310
C -2.876 -0.575 -0.988
C -3.146 -0.061 -2.252
C -3.078 -0.875 -3.378
C -2.749 -2.218 -3.254
C -2.498 -2.745 -1.994
C -2.560 -1.930 -0.877
H -3.001 2.135 1.172
H -3.970 2.076 -0.290
H -3.237 3.419 -1.930
H -1.408 4.595 -3.145
H 0.945 4.219 -2.401
H 1.862 2.564 0.632
H 2.394 3.438 -0.819
H 4.042 -0.696 -1.668
H 6.461 -0.975 -1.268
H 7.736 0.805 -0.088
H 6.560 2.843 0.674
H 4.165 3.116 0.274
H 0.038 0.419 -2.098
H -0.538 0.154 -4.421
H 1.110 0.717 -6.202
H 3.361 1.529 -5.558
H 3.967 1.756 -3.190
H -3.389 -0.985 2.703
H -5.524 -1.719 3.760
H -7.674 -1.338 2.590
H -7.679 -0.243 0.366
H -5.566 0.450 -0.677
H -3.423 0.980 -2.373
H -3.289 -0.455 -4.356
H -2.691 -2.849 -4.133
H -2.247 -3.793 -1.882
H -2.403 -2.346 0.111
Cl 2.338 -4.844 0.258
C 2.194 -3.339 -0.694
C 0.944 -2.552 -0.394
O 0.403 -1.915 -1.321
O 0.528 -2.478 0.808
H 2.226 -3.583 -1.748
H 3.037 -2.699 -0.439

=====

4.
Here is a structure of composition C44H41FN13O3V from OMol25. Energies are from wB97M-V/def2-TZVPD.

Computed properties:
HOMO level (spin up / spin down), eV: -7.66 / -7.79
2S+1: 3
LUMO energy (spin up / spin down), Eh: -0.0344 / -0.0341
Expectation value of S²: 2.031
Kohn-Sham gap (spin up / spin down), eV: 6.728 / 6.866

Positions of all 103 atoms, in Å:
V -0.688 0.225 0.513
C -2.673 7.416 -0.003
C -3.269 6.722 1.208
C -3.052 7.524 2.481
C -3.774 6.867 3.641
C -3.358 5.431 3.767
C -3.454 4.767 4.968
C -3.052 3.437 5.083
F -3.172 2.852 6.285
C -2.538 2.740 4.027
C -2.424 3.401 2.793
C -1.858 2.678 1.659
O -1.540 1.465 1.835
C -1.737 3.381 0.450
C -2.199 4.674 0.387
N -2.716 5.354 1.409
C -2.836 4.734 2.656
C -1.204 2.791 -0.821
O -1.422 3.337 -1.889
O -0.509 1.705 -0.687
H -3.028 8.445 -0.007
H -2.976 6.971 -0.948
H -1.585 7.434 0.044
H -4.347 6.589 1.059
H -3.421 8.537 2.319
H -1.979 7.594 2.679
H -4.854 6.920 3.474
H -3.576 7.389 4.577
H -3.837 5.272 5.844
H -2.221 1.712 4.121
H -2.144 5.170 -0.569
N -1.295 -1.249 1.759
C -1.610 -2.127 2.450
C -1.910 -3.232 3.214
C -1.078 -4.352 3.034
N -0.399 -5.260 2.820
C -3.001 -3.209 4.104
N -3.899 -3.160 4.823
C 4.780 -2.974 -1.496
C 3.846 -2.672 -0.341
N 2.606 -2.142 -0.888
C 2.652 -1.088 -1.798
N 1.682 -0.259 -1.788
C 1.629 0.769 -2.810
C 2.388 0.380 -4.067
C 3.786 -0.056 -3.672
N 3.700 -1.136 -2.702
C 4.976 -1.707 -2.308
H 4.341 -3.753 -2.123
H 5.743 -3.333 -1.131
H 4.323 -1.963 0.352
H 3.611 -3.575 0.224
H 1.901 -1.934 -0.193
H 2.035 1.702 -2.400
H 0.580 0.983 -3.027
H 2.435 1.210 -4.773
H 1.881 -0.451 -4.566
H 4.350 0.794 -3.258
H 4.349 -0.428 -4.534
H 5.564 -0.977 -1.728
H 5.541 -1.913 -3.221
C -0.412 -3.487 -0.208
C -1.025 -2.542 -1.175
N -1.082 -1.229 -1.070
C -1.671 -0.754 -2.223
C -1.970 -1.799 -3.031
N -1.554 -2.928 -2.357
C -1.666 -4.282 -2.853
N -0.977 -4.421 -4.104
N -1.646 -4.877 -5.189
N -0.853 -4.967 -6.178
C 0.400 -4.569 -5.770
C 1.601 -4.491 -6.482
C 2.703 -4.051 -5.791
C 2.620 -3.688 -4.428
C 1.447 -3.751 -3.715
C 0.332 -4.214 -4.424
H -0.007 -2.936 0.635
H 0.409 -4.036 -0.672
H -1.129 -4.206 0.188
H -1.791 0.302 -2.393
H -2.408 -1.854 -4.009
H -2.709 -4.540 -3.044
H -1.263 -4.961 -2.099
H 1.646 -4.768 -7.524
H 3.657 -3.974 -6.293
H 3.508 -3.330 -3.924
H 1.410 -3.451 -2.678
C 1.169 0.409 1.506
C 1.230 -0.268 2.809
C 1.646 -1.597 2.930
C 1.597 -2.272 4.133
C 1.137 -1.616 5.272
C 0.731 -0.284 5.183
C 0.780 0.372 3.970
C 1.093 -2.292 6.532
N 1.071 -2.834 7.543
H 1.918 0.068 0.789
H 1.255 1.496 1.604
H 2.006 -2.127 2.056
H 1.902 -3.308 4.192
H 0.377 0.228 6.067
H 0.452 1.403 3.910

=====

Copy entry 3 word for word.
Here is a structure of composition C44H41ClGdNO4 from OMol25. Energies are from wB97M-V/def2-TZVPD.

Computed properties:
HOMO level (spin up / spin down), eV: -8.74 / -8.75
2S+1: 8
LUMO energy (spin up / spin down), Eh: -0.0057 / 0.0159
Expectation value of S²: 15.846
Kohn-Sham gap (spin up / spin down), eV: 8.588 / 9.179

Positions of all 92 atoms, in Å:
Gd -0.050 -0.407 0.402
C 0.474 -3.902 4.005
C 0.639 -2.426 3.772
C 1.860 -1.923 3.336
C 2.020 -0.587 3.009
C 3.376 -0.073 2.605
C 0.917 0.267 3.145
C -0.291 -0.189 3.684
C -1.380 0.785 4.048
C -0.421 -1.546 3.957
H 0.472 -4.423 3.043
H -0.461 -4.125 4.520
H 1.301 -4.304 4.594
H 2.702 -2.600 3.225
H 4.158 -0.611 3.143
H 3.478 0.993 2.824
H 3.540 -0.202 1.536
H 1.055 1.334 3.001
H -2.083 0.336 4.751
H -1.938 1.083 3.159
H -0.957 1.679 4.511
H -1.359 -1.918 4.360
O -1.940 -0.096 1.163
C -3.002 0.222 0.333
C -3.027 1.751 0.150
C -1.893 2.395 -0.620
C -2.200 3.261 -1.659
C -1.185 3.924 -2.323
C 0.117 3.720 -1.914
C 0.371 2.837 -0.876
C 1.801 2.599 -0.458
C 2.409 1.257 -0.951
O 1.857 0.234 -0.183
C 3.927 1.229 -0.736
C 4.603 0.081 -1.156
C 5.959 -0.075 -0.930
C 6.675 0.921 -0.268
C 6.016 2.063 0.153
C 4.650 2.217 -0.083
C 2.069 1.081 -2.444
C 0.802 0.639 -2.832
C 0.454 0.507 -4.165
C 1.373 0.825 -5.157
C 2.632 1.280 -4.795
C 2.974 1.405 -3.451
N -0.615 2.170 -0.245
C -4.337 -0.203 0.966
C -4.339 -0.825 2.208
C -5.536 -1.231 2.792
C -6.741 -1.021 2.137
C -6.744 -0.405 0.890
C -5.550 -0.003 0.310
C -2.876 -0.575 -0.988
C -3.146 -0.061 -2.252
C -3.078 -0.875 -3.378
C -2.749 -2.218 -3.254
C -2.498 -2.745 -1.994
C -2.560 -1.930 -0.877
H -3.001 2.135 1.172
H -3.970 2.076 -0.290
H -3.237 3.419 -1.930
H -1.408 4.595 -3.145
H 0.945 4.219 -2.401
H 1.862 2.564 0.632
H 2.394 3.438 -0.819
H 4.042 -0.696 -1.668
H 6.461 -0.975 -1.268
H 7.736 0.805 -0.088
H 6.560 2.843 0.674
H 4.165 3.116 0.274
H 0.038 0.419 -2.098
H -0.538 0.154 -4.421
H 1.110 0.717 -6.202
H 3.361 1.529 -5.558
H 3.967 1.756 -3.190
H -3.389 -0.985 2.703
H -5.524 -1.719 3.760
H -7.674 -1.338 2.590
H -7.679 -0.243 0.366
H -5.566 0.450 -0.677
H -3.423 0.980 -2.373
H -3.289 -0.455 -4.356
H -2.691 -2.849 -4.133
H -2.247 -3.793 -1.882
H -2.403 -2.346 0.111
Cl 2.338 -4.844 0.258
C 2.194 -3.339 -0.694
C 0.944 -2.552 -0.394
O 0.403 -1.915 -1.321
O 0.528 -2.478 0.808
H 2.226 -3.583 -1.748
H 3.037 -2.699 -0.439